(1)
DFT (the ωB97M-V functional and the def2-TZVPD basis) results for a 2-piece molecular cluster, C2H2OS2 overall in a non-equilibrium geometry.

Structure (XYZ):
```
7
Properties=species:S:1:pos:R:3:forces:R:3
C -0.67227 -1.90249 0.00515 3.8 5.4 -2.0
C -1.16474 0.32404 0.24549 -0.2 -2.7 -0.7
O -1.27645 -2.71257 0.48688 -2.9 -3.2 1.9
S -2.62339 0.84610 -0.08289 -0.3 0.0 0.0
S 0.30442 1.03873 0.53340 0.7 2.2 -0.4
H 0.32809 -2.01191 -0.59465 -1.3 0.3 0.6
H 0.02628 2.43550 0.16640 0.3 -2.0 0.7
```
Positions in Å, forces in eV/Å.

Properties
Kohn-Sham gap: 0.27322 Eh
relative energy (zero: lowest compared OMol25 entry of this formula, charge and spin): 70.39 kcal/mol
net charge: 0

(2)
DFT (the ωB97M-V functional and the def2-TZVPD basis) results for a 2-piece molecular cluster, C6H6BN overall in a non-equilibrium geometry.

Structure (XYZ):
```
14
Properties=species:S:1:pos:R:3:forces:R:3
B -0.18488 0.16240 -0.38911 0.6 -0.1 0.8
C 0.47302 -1.10626 -0.59449 -0.6 -4.2 -1.1
C 1.78816 -1.09598 -0.17174 1.5 0.9 0.9
N 2.36717 -0.02135 0.37464 0.5 0.1 0.2
C 1.72461 1.13796 0.43414 -0.1 0.4 -0.8
C 0.40294 1.42348 0.05660 0.2 -2.7 -0.5
H 0.21955 -2.20970 -0.95788 -0.2 2.8 0.7
H 2.53379 -1.92930 -0.17469 -1.3 0.2 -0.4
H 2.34567 1.98665 0.68312 0.2 0.1 0.3
H 0.10726 2.37987 -0.18154 -0.7 2.2 0.3
C -2.52041 -0.43512 0.82767 0.5 -1.0 -0.2
C -2.36707 -0.00594 -0.28070 0.1 1.0 -0.3
H -2.46803 -1.11302 1.64470 -0.3 0.2 0.4
H -2.23610 0.59587 -1.14607 -0.4 0.0 -0.5
```
Positions in Å, forces in eV/Å.

Properties
Kohn-Sham gap: 0.31313 Eh
relative energy (zero: lowest compared OMol25 entry of this formula, charge and spin): 0.00 kcal/mol
net charge: 0

(3)
DFT (the ωB97M-V functional and the def2-TZVPD basis) results for C4H6O5Yb as an isolated structure in a non-equilibrium geometry.

Structure (XYZ):
```
16
Properties=species:S:1:pos:R:3:forces:R:3
O -2.28910 -3.15344 -1.41188 -0.6 -0.6 -0.3
C -1.69205 -1.98963 -1.30917 -1.2 1.2 2.8
O -0.83846 -1.73173 -2.33777 2.4 -0.1 -1.5
O -1.86541 -1.23252 -0.39933 0.5 -0.8 -1.2
H -2.15471 -3.59414 -2.26127 0.1 -0.1 0.2
Yb -0.58698 -2.44326 -4.80948 0.0 0.2 0.1
H 0.06409 -1.55474 -1.96082 -1.1 0.3 -0.1
C -0.26143 1.88841 0.63969 0.6 -0.1 -0.1
C 1.06420 1.78582 0.52931 -0.9 0.8 0.0
O 1.91442 1.44735 1.55736 0.5 -0.5 -0.1
C 1.66410 1.86024 2.79238 -0.6 0.3 0.0
O 2.54994 1.25071 3.53337 0.4 -0.4 0.1
H -0.82895 2.20496 -0.23453 0.1 -0.1 0.3
H -0.77595 1.70780 1.58368 0.2 0.0 -0.4
H 1.62098 2.05629 -0.36780 -0.1 -0.3 0.2
H 2.41530 1.49788 4.45625 -0.1 0.2 -0.1
```
Positions in Å, forces in eV/Å.

Properties
Kohn-Sham gap (spin up / spin down): 0.24742 / 0.20111 Eh
net charge: +1
2S+1: 2

(4)
DFT (the ωB97M-V functional and the def2-TZVPD basis) results for C6H8N2O2 as an isolated structure in a non-equilibrium geometry.

Structure (XYZ):
```
18
Properties=species:S:1:pos:R:3:forces:R:3
O -1.62904 0.01704 -1.56340 0.0 -1.0 0.0
C -2.09648 -1.08189 -1.47154 0.0 1.7 -0.2
C -2.56719 -2.14322 -2.45290 0.2 -0.1 -0.3
C -3.21460 -2.77718 -1.22645 -0.3 -0.3 0.1
C -2.27176 -3.03813 -0.13413 -0.2 -0.3 0.2
C -0.86313 -3.54353 -0.36276 0.1 -0.5 -0.1
C 0.13481 -3.02573 0.58508 1.6 2.1 0.0
N 0.97764 -2.37546 1.06377 -1.6 -1.6 -0.5
N -2.74103 -1.63941 -0.31617 0.1 -0.4 0.4
H -3.30448 -1.72356 -3.14943 0.3 -0.1 0.2
H -1.77735 -2.66341 -3.01272 -0.4 0.0 0.2
H -4.25179 -3.10662 -1.17746 0.3 0.2 0.0
H -2.71030 -3.44363 0.77943 0.0 0.1 -0.2
H -0.87361 -4.64086 -0.27912 -0.1 0.3 0.0
H -0.50834 -3.32232 -1.37861 0.1 0.1 0.3
O 1.44580 -2.19184 -2.89186 0.4 0.5 2.0
H 1.71414 -3.04871 -3.23852 0.3 0.0 0.3
H 1.84031 -2.06778 -1.95975 -0.8 -0.6 -2.3
```
Positions in Å, forces in eV/Å.

Properties
Kohn-Sham gap: 0.38070 Eh
relative energy (zero: lowest compared OMol25 entry of this formula, charge and spin): 68.06 kcal/mol
net charge: 0

(5)
DFT (the ωB97M-V functional and the def2-TZVPD basis) results for a 4-piece molecular cluster, C16H32NO6 overall in a non-equilibrium geometry.

Structure (XYZ):
```
55
Properties=species:S:1:pos:R:3:forces:R:3
C -1.43231 -3.74538 1.75128 0.3 0.1 0.3
C -0.35860 -2.83694 1.27543 -0.5 0.2 -0.1
N 0.90083 -3.03503 1.70524 0.0 0.4 -0.3
C 1.94449 -2.27045 1.32597 0.1 0.2 -0.1
C 1.74627 -1.20917 0.47695 -0.3 -0.2 0.2
C 0.45558 -0.95443 0.02349 -0.1 -0.5 -0.2
C 0.12662 0.22413 -0.84506 0.2 -0.1 0.0
O -0.00086 1.27562 -0.31981 -0.2 1.0 0.5
O -0.09399 0.01544 -2.13588 0.1 -0.2 -0.4
C -0.60343 -1.77390 0.40196 0.6 -0.2 0.1
O -1.86103 -1.49601 -0.03317 0.1 -0.2 0.1
H -2.39186 -3.25475 1.67993 -0.2 0.0 -0.2
H -1.42985 -4.66934 1.17829 -0.1 -0.1 -0.1
H -1.28137 -3.99368 2.80002 0.0 -0.2 0.1
H 1.05801 -3.79590 2.35501 0.0 0.0 0.0
H 2.91174 -2.52867 1.71945 0.1 -0.1 0.1
H 2.55434 -0.57001 0.16986 0.3 0.0 0.1
H 0.61726 -0.50171 -2.55809 0.1 0.0 -0.3
H -2.07408 -2.03566 -0.80572 -0.1 0.1 0.0
C 3.04598 0.80997 -5.95794 0.0 -0.2 0.0
C 2.02868 0.86304 -4.83241 0.3 0.4 0.0
C 2.06140 2.19207 -4.09833 -0.1 -0.1 0.1
O 2.26905 -0.21180 -3.90301 -0.4 -0.3 0.3
H 4.05840 0.93547 -5.56449 0.0 0.1 0.0
H 3.00886 -0.15327 -6.46742 0.0 0.0 0.0
H 2.86182 1.59726 -6.68796 0.0 0.0 0.0
H 1.02982 0.68980 -5.23374 0.0 -0.1 0.1
H 3.04409 2.35793 -3.64806 0.0 0.0 -0.1
H 1.32885 2.20194 -3.29057 0.0 0.0 0.0
H 1.84860 3.02419 -4.76696 0.0 0.0 0.0
H 3.14860 -0.08278 -3.53210 0.1 0.0 -0.1
C -1.91585 -4.27469 7.07211 0.2 0.0 0.0
C -2.22892 -3.86865 5.64199 -0.3 -0.2 0.3
C -3.69617 -3.51038 5.46737 0.0 0.0 -0.2
O -1.86569 -4.92356 4.73755 0.2 0.2 -0.1
H -2.49509 -5.15789 7.35220 -0.1 0.0 0.0
H -0.86084 -4.52785 7.17873 0.0 0.0 0.0
H -2.15340 -3.47275 7.77085 0.0 0.0 0.0
H -1.60940 -3.01324 5.36324 0.1 0.0 -0.1
H -4.32847 -4.37070 5.69950 0.0 0.0 0.1
H -3.90455 -3.22076 4.43609 0.0 0.0 0.0
H -3.98229 -2.68773 6.12234 0.0 0.0 0.0
H -2.39624 -5.69577 4.96209 0.0 0.0 0.0
C 0.67334 5.78775 -0.84308 0.1 0.0 0.0
C 0.50951 6.08938 -2.32494 -0.3 -0.1 0.2
C -0.89514 6.57645 -2.64437 0.0 0.0 -0.1
O 0.81976 4.92966 -3.10059 0.2 0.1 -0.1
H -0.01574 4.99527 -0.53716 -0.1 0.0 0.0
H 1.68589 5.44120 -0.63318 0.0 0.0 0.0
H 0.47458 6.67074 -0.23462 0.0 0.0 0.0
H 1.23395 6.84705 -2.62457 0.1 -0.1 -0.1
H -1.63131 5.80827 -2.39118 0.0 0.0 0.1
H -0.99403 6.78725 -3.70929 0.0 0.0 0.0
H -1.13741 7.48163 -2.08654 0.0 0.0 0.0
H 0.19161 4.24134 -2.85671 0.0 0.0 0.0
```
Positions in Å, forces in eV/Å.

Properties
Kohn-Sham gap: 0.27444 Eh
relative energy (zero: lowest compared OMol25 entry of this formula, charge and spin): 0.00 kcal/mol
net charge: +1

> Look up the net charge of the third one.

+1

> What is the net charge in the third record?

+1

> Number 2 is which compound?

C6H6BN